# 1
Formula: C3H3Cl2F
Source: the OMol25 dataset
Level of theory: ωB97M-V with the def2-TZVPD basis set

E_LUMO (spin up / spin down): 0.424 / 0.523 eV
orbital gap (spin up / spin down): 8.14 / 8.26 eV

XYZ file:
```
9
C3H3Cl2F | the OMol25 dataset | ωB97M-V with the def2-TZVPD basis set
C -0.69906 -0.50397 0.07748
C 0.17827 -0.07148 -1.05114
C 0.14532 0.30344 1.04385
F 0.07298 1.65871 1.02239
Cl -0.10903 1.27536 -1.96663
Cl 1.55904 -0.32301 1.72547
H -1.66401 -0.14629 -0.17405
H -0.60198 -1.46159 0.41142
H 1.11847 -0.73116 -1.08879
```

Results of the Löwdin charge analysis, in e, for atoms 1 through 2: -0.259 -0.676

=====

# 2
Formula: C3H5O4PS
Source: the OMol25 dataset
Level of theory: ωB97M-V with the def2-TZVPD basis set

total charge: -2
SMILES: C[C@@H]1O[C@@H]([O-])[P@](=O)([O-])S1
E_LUMO: 6.106 eV
orbital gap: 5.28 eV

XYZ file:
```
14
C3H5O4PS | the OMol25 dataset | ωB97M-V with the def2-TZVPD basis set
C -0.98052 -0.65223 0.14668
C 0.52411 -0.30891 0.11313
O 0.75716 0.76862 -0.63333
C 1.94372 1.59416 -0.23310
O 1.87133 2.30057 0.74029
P 3.13345 -0.04446 -0.03187
O 3.75910 -0.13407 1.29279
O 4.00921 -0.12626 -1.21842
S 1.42344 -1.95592 -0.22943
H -1.47138 -0.43164 -0.75447
H -1.40172 -0.03316 0.94127
H -1.05050 -1.71419 0.50182
H 0.74557 -0.13091 1.13251
H 2.44199 1.90720 -1.15496
```

Results of the Löwdin charge analysis, in e, for atoms 1 through 2: -0.158 -0.898

=====

# 3
Formula: C16H20N2O2
Source: the OMol25 dataset
Level of theory: ωB97M-V with the def2-TZVPD basis set

SMILES: CCc1ccc(NC(=O)c2cc(CC(C)C)on2)cc1
E_LUMO: 0.756 eV
orbital gap: 9.44 eV

XYZ file:
```
40
C16H20N2O2 | the OMol25 dataset | ωB97M-V with the def2-TZVPD basis set
C -3.22869 -1.84342 0.11818
C -3.76928 -0.50620 0.62694
C -2.76914 0.59417 0.41640
C -1.68204 0.73546 1.27079
C -0.74850 1.73746 1.08578
C -0.87773 2.61827 0.01610
N 0.03705 3.65964 -0.20140
C 1.38883 3.65580 -0.04755
O 2.04994 4.65592 -0.21340
C 1.98765 2.31778 0.20913
C 1.99462 1.23633 -0.70886
C 2.70361 0.26363 -0.06006
C 3.05385 -1.13156 -0.42439
C 2.02355 -2.13923 0.12140
C 0.65528 -1.91970 -0.51710
C 2.51276 -3.56083 -0.13961
O 3.07797 0.72877 1.14041
N 2.63895 1.99766 1.29618
C -1.96785 2.48997 -0.83918
C -2.89718 1.48731 -0.63937
H -2.33174 -2.12072 0.66613
H -2.97766 -1.77394 -0.93788
H -3.97117 -2.62710 0.24876
H -4.69482 -0.26715 0.10026
H -3.99678 -0.59527 1.69150
H -1.57374 0.06306 2.10944
H 0.06409 1.85490 1.78517
H -0.34343 4.52951 -0.55464
H 1.55490 1.20313 -1.68282
H 4.03420 -1.36369 -0.00469
H 3.10301 -1.21575 -1.51093
H 1.93857 -1.98775 1.20270
H 0.72090 -2.02070 -1.59848
H -0.05167 -2.65947 -0.14984
H 0.26634 -0.93039 -0.28584
H 1.80345 -4.28338 0.25653
H 3.47603 -3.73214 0.33482
H 2.61861 -3.73525 -1.20824
H -2.08417 3.18247 -1.66049
H -3.73854 1.40242 -1.31184
```

Results of the Löwdin charge analysis, in e, for atoms 1 through 2: -0.095 -0.211

=====

# 4
Formula: C4H3KLiMgO2
Source: the OMol25 dataset
Level of theory: ωB97M-V with the def2-TZVPD basis set

expectation value of S²: 0.761
E_LUMO (spin up / spin down): -1.600 / -1.604 eV
spin multiplicity: 2
orbital gap (spin up / spin down): 3.41 / 3.58 eV

XYZ file:
```
12
C4H3KLiMgO2 | the OMol25 dataset | ωB97M-V with the def2-TZVPD basis set
C -0.05632 0.84528 -0.46692
O 0.63638 -0.24920 -0.53127
Mg -2.21722 0.85523 -1.29596
K 3.15954 -0.81537 0.24013
H -0.46173 2.53830 0.53892
C 0.03022 1.59459 0.78768
C -1.00230 1.01167 1.79812
C -2.35172 1.15613 1.74119
O -3.21547 1.79892 0.86124
Li -0.87258 -1.37705 0.21951
H 1.13956 1.66181 1.02338
H -2.93859 0.62594 2.51094
```

Results of the Löwdin charge analysis, in e, for atoms 1 through 2: -0.514 -0.463

=====

# 5
Formula: C37H62O30
Source: the OMol25 dataset
Level of theory: ωB97M-V with the def2-TZVPD basis set

SMILES: C[C@H]1COC(=O)O1.C[C@H]1COC(=O)O1.C[C@H]1COC(=O)O1.C[C@H]1COC(=O)O1.CCOC(=O)OC.CCOC(=O)OC.CCOC(=O)OC.COC(=O)OC.O=C1OCCO1.O=C1OCCO1
E_LUMO: -0.067 eV
orbital gap: 9.95 eV

XYZ file:
```
129
C37H62O30 | the OMol25 dataset | ωB97M-V with the def2-TZVPD basis set
C -9.18806 -2.36172 2.52721
C -9.85899 -2.75187 3.81756
C -9.39638 -2.00111 5.07582
O -10.60431 -1.69476 5.76127
C -11.65796 -1.88715 4.92793
O -12.78776 -1.71317 5.24022
O -11.23889 -2.33203 3.73329
H -9.71967 -2.79119 1.68512
H -8.13928 -2.67099 2.50800
H -9.12735 -1.27270 2.47270
H -9.81732 -3.83062 3.97783
H -8.88963 -1.05988 4.83975
H -8.69403 -2.60501 5.64887
C -10.21210 1.11039 7.84526
C -10.58980 2.56023 7.64924
C -9.39954 3.46050 7.22907
O -9.76001 3.94385 5.95031
C -11.00062 3.50703 5.61608
O -11.54374 3.79609 4.60438
O -11.50556 2.69564 6.56794
H -10.05846 0.61836 6.87941
H -10.96606 0.56026 8.40031
H -9.23718 0.96130 8.31997
H -11.02510 2.97143 8.56018
H -8.47629 2.88474 7.14428
H -9.21482 4.22349 7.98577
C -10.88038 1.32754 11.27130
C -11.15046 2.13940 12.51667
C -11.35303 3.65108 12.25140
O -12.65785 3.94692 12.72995
C -13.20360 2.84723 13.27388
O -14.24028 2.77803 13.84344
O -12.41700 1.76333 13.04928
H -11.11377 0.28674 11.50982
H -9.85707 1.44123 10.91746
H -11.55691 1.59978 10.45889
H -10.34110 1.98174 13.22942
H -11.27543 3.88696 11.18758
H -10.63706 4.30264 12.75459
C -13.06267 -1.40800 9.43742
C -13.64456 -0.46080 8.40910
C -15.18321 -0.45585 8.40243
O -15.52749 0.88848 8.72538
C -14.44010 1.66478 8.76251
O -14.46005 2.83766 8.95738
O -13.33493 0.88762 8.80625
H -13.45673 -2.41432 9.25479
H -13.45046 -1.16968 10.43087
H -11.97753 -1.47030 9.40494
H -13.27758 -0.68914 7.40913
H -15.70425 -1.20140 8.99776
H -15.53171 -0.64674 7.38152
C -18.47162 1.11259 6.92949
C -17.84775 2.43613 6.54913
O -17.49440 2.48404 5.14792
C -16.33453 2.01196 4.68018
O -16.13539 1.93890 3.50109
O -15.49758 1.64378 5.66465
C -14.17242 1.34537 5.22701
H -19.23647 1.27290 7.69593
H -17.77078 0.37811 7.31796
H -18.98454 0.62368 6.09981
H -16.97123 2.66970 7.14673
H -18.57315 3.24051 6.64386
H -13.68229 2.22375 4.80675
H -14.12036 0.58824 4.44495
H -13.63663 0.99263 6.10095
C -14.62646 4.54215 6.22063
C -14.61696 6.01848 6.54812
O -15.82408 6.58023 6.03088
C -15.92067 7.90359 6.12131
O -15.22262 8.63452 6.77390
O -16.94771 8.28687 5.36456
C -17.27137 9.67260 5.45060
H -15.39837 4.01384 6.76903
H -13.68165 4.04840 6.43502
H -14.85761 4.47219 5.15405
H -13.75590 6.50705 6.08712
H -14.54379 6.17251 7.62678
H -16.57470 10.27006 4.86307
H -17.19776 10.00317 6.48738
H -18.28863 9.78415 5.09337
C -17.01231 3.90470 11.48790
C -17.47747 2.97371 10.39189
O -18.89710 2.77411 10.38783
C -19.60171 3.63381 9.65068
O -19.15004 4.58601 9.07478
O -20.87985 3.25012 9.67942
C -21.72644 3.94788 8.77513
H -16.02702 4.28877 11.21960
H -16.93135 3.37029 12.43764
H -17.67261 4.74864 11.68025
H -17.06237 1.97327 10.49347
H -17.15297 3.29352 9.40290
H -21.64404 3.51091 7.78103
H -21.51790 5.01454 8.75891
H -22.75369 3.83156 9.11676
C -7.98264 -6.25413 10.08323
O -8.76900 -5.36897 9.29360
C -8.57842 -4.07373 9.54719
O -7.80557 -3.61945 10.34912
O -9.38413 -3.37170 8.75141
C -9.12058 -1.96116 8.68700
H -8.21107 -6.11931 11.14167
H -6.91345 -6.14428 9.92363
H -8.31065 -7.25470 9.81201
H -9.69928 -1.61706 7.84042
H -8.05166 -1.76030 8.68346
H -9.53961 -1.51220 9.59267
O -17.02293 -2.45348 11.19199
C -16.61769 -1.52315 11.80888
O -16.30145 -1.54934 13.12032
C -15.85589 -0.24871 13.52696
C -15.57488 0.43560 12.18412
O -16.41957 -0.28986 11.30161
H -16.65584 0.27481 14.05283
H -14.99269 -0.34514 14.17678
H -14.51272 0.42199 11.92850
H -15.87417 1.47883 12.18558
O -18.22499 -2.24245 6.48164
C -18.04375 -2.99608 7.37494
O -16.84343 -3.23383 7.95670
C -16.92767 -4.40920 8.73654
C -18.42311 -4.46340 9.05213
O -19.00400 -3.74378 7.97513
H -16.65101 -5.31994 8.19175
H -16.30601 -4.38959 9.62621
H -18.61847 -3.97856 10.01309
H -18.83152 -5.46796 9.14758
```

Results of the Löwdin charge analysis, in e, for atoms 1 through 2: -0.021 -0.298

=====

# 6
Formula: C44H49AsNOP2PdSi
Source: the OMol25 dataset
Level of theory: ωB97M-V with the def2-TZVPD basis set

total charge: +1
E_LUMO: -1.608 eV
orbital gap: 9.01 eV

XYZ file:
```
100
C44H49AsNOP2PdSi | the OMol25 dataset | ωB97M-V with the def2-TZVPD basis set
Pd -0.26265 -0.25943 -0.38629
C -1.59802 -3.37686 -0.50668
Si -1.61227 -1.79986 0.50487
C -3.39290 -1.13739 0.64228
C -4.51417 -1.79415 1.15705
C -5.72680 -1.13723 1.29584
C -5.85108 0.19945 0.92631
C -4.77540 0.85447 0.35258
C -3.57335 0.17521 0.17939
P -2.15928 0.79034 -0.77505
C -1.96044 2.55751 -0.36587
C -2.58050 3.60859 -1.03627
C -2.40962 4.91796 -0.60367
C -1.62825 5.18968 0.51008
C -1.00481 4.14804 1.18429
C -1.16328 2.84372 0.74447
C -2.76998 0.61058 -2.48952
C -3.97196 1.17230 -2.92054
C -4.42993 0.96145 -4.21285
C -3.71209 0.15235 -5.08230
C -2.53492 -0.44259 -4.65237
C -2.06130 -0.20299 -3.37089
C -0.96819 -2.16567 2.24680
C -1.87165 -2.66085 3.19432
C -1.52425 -2.88006 4.51551
C -0.23378 -2.59527 4.93780
C 0.69092 -2.13243 4.02090
C 0.34985 -1.92311 2.67753
P 1.79891 -1.33559 1.70514
C 3.05540 -2.49513 2.31153
C 2.75246 -3.85377 2.19768
C 3.64072 -4.81047 2.65131
C 4.83810 -4.41866 3.24051
C 5.13083 -3.07280 3.38634
C 4.23946 -2.11023 2.92747
C 2.13877 0.30029 2.41957
C 1.24135 0.95938 3.25283
C 1.48950 2.26698 3.65419
C 2.63692 2.91824 3.23157
C 3.53454 2.27023 2.38999
C 3.27858 0.97503 1.97538
H -2.30301 -4.10675 -0.09886
H -0.60577 -3.82880 -0.50213
H -1.88293 -3.17590 -1.54152
H -4.46063 -2.83362 1.45520
H -6.57749 -1.66136 1.71173
H -6.79007 0.71761 1.06966
H -4.87267 1.89213 0.05500
H -3.19017 3.42355 -1.91049
H -2.89784 5.72507 -1.13443
H -1.50421 6.20975 0.84944
H -0.38787 4.34908 2.05098
H -0.67414 2.03191 1.27343
H -4.58667 1.75078 -2.24418
H -5.36278 1.40818 -4.53069
H -4.07801 -0.02555 -6.08502
H -1.97951 -1.09263 -5.31669
H -1.13386 -0.65194 -3.04525
H -2.88924 -2.86927 2.89846
H -2.25763 -3.26285 5.21319
H 0.05607 -2.73991 5.97003
H 1.69756 -1.93280 4.36637
H 1.80709 -4.16229 1.76399
H 3.39923 -5.86076 2.55639
H 5.53339 -5.16569 3.59985
H 6.05121 -2.76503 3.86442
H 4.47089 -1.06286 3.06777
H 0.34295 0.45744 3.58844
H 0.78466 2.77156 4.30245
H 2.83487 3.93210 3.55471
H 4.42932 2.77852 2.05508
H 3.96110 0.48851 1.28751
C 1.59070 -2.28586 -2.05073
C 2.49033 -1.59958 -1.02495
C 3.07157 -0.32683 -1.65209
C 3.64913 -2.53579 -0.69781
N 1.66549 -1.15492 0.13099
H 2.18028 -2.60719 -2.91204
H 0.82393 -1.59363 -2.40661
H 1.10647 -3.16153 -1.62016
H 3.58475 -0.55890 -2.58919
H 3.79094 0.13524 -0.97277
H 2.26876 0.38227 -1.84644
H 4.23259 -2.68253 -1.60796
H 3.30777 -3.51456 -0.36304
H 4.31524 -2.12043 0.05912
C 2.14257 2.00212 -4.30883
As 0.72696 2.54769 -3.13095
C -0.70079 3.18238 -4.24393
C 1.35782 4.04618 -2.11460
O 0.22525 1.31226 -2.14918
H 2.35323 2.79237 -5.02832
H 1.82277 1.10213 -4.83160
H 3.03556 1.78264 -3.72794
H -0.35753 4.02602 -4.84191
H -1.52635 3.49088 -3.60518
H -1.03322 2.37440 -4.89161
H 1.75654 4.81359 -2.77694
H 2.13447 3.70044 -1.43413
H 0.52544 4.44572 -1.53721
```

Results of the Löwdin charge analysis, in e, for atoms 1 through 2: 0.559 -0.184

=====

# 7
Formula: C6H10N2O
Source: the OMol25 dataset
Level of theory: ωB97M-V with the def2-TZVPD basis set

SMILES: C=C=CCC(=C)N=O.N
E_LUMO (spin up / spin down): -1.108 / -1.120 eV
orbital gap (spin up / spin down): 7.80 / 7.80 eV

XYZ file:
```
19
C6H10N2O | the OMol25 dataset | ωB97M-V with the def2-TZVPD basis set
C -0.86040 -2.99099 1.35905
C -0.25902 -1.87253 1.14782
C 0.53175 -0.84658 1.11382
C 0.10378 0.57151 0.81290
C -0.87012 0.80054 -0.17640
C -1.85113 1.72939 -0.10592
N -0.67580 -0.07411 -1.20608
O -0.91426 0.22340 -2.39818
H -1.14129 -3.58327 0.50592
H -0.95142 -3.45969 2.36828
H 1.61258 -0.94853 0.98377
H 1.02221 1.14356 0.62934
H -0.36757 1.04861 1.67528
H -2.41711 1.86268 -0.95501
H -1.99599 2.36834 0.80379
N 2.30377 1.19261 -1.44806
H 1.45376 0.56390 -1.19453
H 3.18242 0.64453 -1.56270
H 2.09384 1.62664 -2.35306
```

Results of the Löwdin charge analysis, in e, for atoms 1 through 2: 0.007 -0.121

=====

# 8
Formula: C16H24FN3O
Source: the OMol25 dataset
Level of theory: ωB97M-V with the def2-TZVPD basis set

SMILES: CCCCNC(=O)N1CCN(Cc2cccc(F)c2)CC1
E_LUMO: 0.695 eV
orbital gap: 9.05 eV

XYZ file:
```
45
C16H24FN3O | the OMol25 dataset | ωB97M-V with the def2-TZVPD basis set
C 1.27788 1.21658 -2.66296
C 0.77191 -0.14206 -3.13269
C 1.89717 -1.13149 -3.43903
C 2.76258 -1.46556 -2.21980
N 1.98314 -1.96679 -1.11348
C 1.85488 -1.26308 0.04394
O 2.44085 -0.20653 0.21941
N 1.07597 -1.82264 1.02872
C 0.83067 -1.02915 2.22368
C -0.68663 -0.82139 2.42427
N -1.42322 -0.83922 1.17543
C -1.13650 0.30945 0.32371
C -1.58714 1.58200 0.98847
C -2.87022 1.67638 1.51615
C -3.29848 2.84193 2.12430
C -2.45546 3.93756 2.21110
C -1.18334 3.82937 1.68213
F -0.35068 4.89001 1.76284
C -0.73221 2.67080 1.07682
C -1.29813 -2.13581 0.52566
C 0.05268 -2.82294 0.83567
H 1.79702 1.12859 -1.71235
H 0.44350 1.90306 -2.53390
H 1.96263 1.64152 -3.39365
H 0.17198 -0.01209 -4.03715
H 0.12051 -0.56806 -2.36593
H 1.45922 -2.05511 -3.82924
H 2.54656 -0.71853 -4.21280
H 3.51471 -2.21173 -2.50191
H 3.27601 -0.57440 -1.85693
H 1.48716 -2.82747 -1.25979
H 1.34671 -0.07710 2.09117
H 1.26156 -1.54045 3.09248
H -1.10088 -1.61659 3.05081
H -0.86878 0.13102 2.92390
H -0.07684 0.40326 0.05349
H -1.71377 0.18134 -0.59889
H -3.52238 0.81940 1.45176
H -4.29595 2.90372 2.53259
H -2.76776 4.85813 2.67788
H 0.27246 2.62625 0.68489
H -2.11571 -2.77660 0.87962
H -1.41637 -2.00531 -0.55191
H 0.31346 -3.53221 0.05066
H -0.02078 -3.38808 1.77087
```

Results of the Löwdin charge analysis, in e, for atoms 1 through 2: -0.102 -0.260